# 1
Formula: C24H60O12
Source: the Open Molecules 2025 dataset
Level of theory: ωB97M-V/def2-TZVPD

Output
⟨S²⟩: 0.755
spin multiplicity: 2
frontier orbital gap (alpha / beta): 8.4 / 1.7 eV
charge: +1

Each line ends with the Löwdin spin population.
Geometry (Å):
1 C -2.38208 5.52181 0.95596  0.00
2 O -2.00215 4.25883 0.46265  0.00
3 C -2.65855 3.76125 -0.73840  0.00
4 C -2.16568 2.35318 -1.16262  0.00
5 O -2.48332 2.30657 -2.59670  0.00
6 C -2.49242 0.96068 -3.07456  0.00
7 H -3.34822 5.25930 1.38697  0.00
8 H -2.42944 6.25508 0.15087  0.00
9 H -1.67342 5.76283 1.74830  0.00
10 H -2.40337 4.46355 -1.53197  0.00
11 H -3.73839 3.69054 -0.60781  0.00
12 H -2.75080 1.74268 -0.47484  0.00
13 H -1.13690 2.11717 -0.89056  0.00
14 H -2.61061 0.80246 -4.14653  0.00
15 H -3.26082 0.35901 -2.58911  0.00
16 H -1.53962 0.48968 -2.83284  0.00
17 C -3.05524 -2.27999 -4.68619  0.00
18 O -2.48167 -2.11588 -3.38499  0.00
19 C -3.04392 -2.88620 -2.34007  0.00
20 C -2.48801 -2.47507 -0.96237  0.00
21 O -1.10298 -2.70289 -0.97460  0.00
22 C -0.54549 -2.77044 0.37661  0.00
23 H -4.04888 -1.83483 -4.63502  0.00
24 H -3.05733 -3.30798 -5.04859  0.00
25 H -2.42600 -1.70060 -5.36180  0.00
26 H -2.93675 -3.94573 -2.57245  0.00
27 H -4.12467 -2.74518 -2.35431  0.00
28 H -3.06980 -3.12984 -0.31361  0.00
29 H -2.75803 -1.43106 -0.80350  0.00
30 H 0.53520 -2.82681 0.50716  0.00
31 H -0.97549 -3.71467 0.71070  0.00
32 H -0.86553 -2.01171 1.09077  0.00
33 C -8.05892 3.60971 2.95482  0.00
34 O -7.50831 2.34288 3.26518  0.00
35 C -6.06813 2.33677 3.26434  0.00
36 C -5.38163 2.74339 1.96989  0.00
37 O -5.79462 2.21486 0.72927  0.00
38 C -5.69842 0.83315 0.59608  0.00
39 H -7.80852 3.89439 1.93288  0.00
40 H -7.83553 4.40187 3.66944  0.00
41 H -9.13635 3.44980 2.99574  0.00
42 H -5.80306 1.30309 3.48645  0.00
43 H -5.57530 2.84677 4.09206  0.00
44 H -4.30756 2.55782 1.97681  0.00
45 H -5.46569 3.82399 1.85437  0.00
46 H -6.43613 0.34914 1.23611  0.00
47 H -4.71618 0.37142 0.69667  0.00
48 H -5.96410 0.60513 -0.43616  0.00
49 C 4.25323 -1.97257 -1.60952  0.06
50 O 5.57279 -2.40000 -1.91340  0.51
51 C 5.61332 -3.11581 -3.14793  0.09
52 C 6.78650 -4.18398 -3.12706  0.05
53 O 6.88494 -4.84290 -4.30648  0.10
54 C 8.12683 -5.28524 -4.66769  0.01
55 H 4.16429 -1.73497 -0.54945  0.00
56 H 3.49204 -2.74627 -1.70995  0.02
57 H 3.90865 -1.11488 -2.18722  0.04
58 H 5.69918 -2.34474 -3.91356  0.05
59 H 4.68364 -3.66884 -3.28193  0.01
60 H 6.62300 -4.96911 -2.38886  0.02
61 H 7.69632 -3.72626 -2.73871  0.00
62 H 8.33320 -6.22443 -4.15443  0.01
63 H 8.99547 -4.64617 -4.50913  0.00
64 H 8.11582 -5.35819 -5.75519  0.00
65 C 1.36819 0.59947 -0.15775  0.00
66 O 0.79743 0.10881 0.98929  0.00
67 C 0.55623 1.17666 1.90526  0.00
68 C -0.03421 0.73118 3.26750  0.00
69 O -1.10475 -0.12848 3.25903  0.00
70 C -2.24362 0.38076 2.73994  0.00
71 H 2.18282 1.32321 -0.18378  0.00
72 H 0.58745 0.88047 -0.86458  0.00
73 H 1.82390 -0.27221 -0.62742  0.00
74 H -0.16879 1.88894 1.51140  0.00
75 H 1.50567 1.65680 2.14217  0.00
76 H -0.23247 1.63144 3.84915  0.00
77 H 0.74509 0.17856 3.79228  0.00
78 H -2.65051 1.16595 3.37713  0.00
79 H -2.97905 -0.41310 2.60947  0.00
80 H -2.06773 0.87898 1.78654  0.00
81 C 4.18816 2.98908 2.09894  0.00
82 O 4.17014 1.67922 2.52343  0.00
83 C 5.19234 0.86624 1.81845  0.00
84 C 5.14423 -0.66551 2.35942  0.00
85 O 5.60699 -1.64174 1.40470  0.01
86 C 5.54690 -2.97782 1.91005  0.00
87 H 3.52604 3.57273 2.73851  0.00
88 H 3.81860 3.02901 1.07427  0.00
89 H 5.21799 3.34574 2.11782  0.00
90 H 6.15906 1.30016 2.07393  0.00
91 H 5.06981 0.66802 0.75365  0.00
92 H 4.09300 -0.81463 2.60599  0.00
93 H 5.61567 -0.78643 3.33473  0.00
94 H 4.58794 -3.37521 2.24256  0.00
95 H 6.15649 -2.96069 2.81349  0.00
96 H 5.95058 -3.59113 1.10446  0.00

Cartesian forces (eV/Å) of the 3 atoms listed first:
-0.77 -1.47 -0.15
1.04 -2.00 -1.10
1.28 0.94 0.39



# 2
Formula: C24H60O22P4
Source: the Open Molecules 2025 dataset
Level of theory: ωB97M-V/def2-TZVPD

Output
SMILES: COP(=O)(OC)OC.COP(=O)(OC)OC.COP(=O)(OC)OC.COP(=O)(OC)OC.CCOC(C)=O.CCOC(C)=O.CCOC(C)=O
frontier orbital gap: 10.5 eV

Each line ends with the Löwdin charge.
Geometry (Å):
1 C 1.16507 0.97959 8.44038  -0.08
2 O 1.75952 1.24440 7.16522  -0.21
3 P 1.01246 0.80837 5.83942  0.29
4 O -0.31141 1.37549 5.69655  -0.20
5 O 2.07520 1.10957 4.72666  -0.21
6 C 2.37494 2.47497 4.43036  -0.08
7 O 0.95293 -0.76418 5.85360  -0.21
8 C 2.12386 -1.59415 5.98926  -0.07
9 H 0.70189 1.89436 8.80931  0.09
10 H 1.95761 0.69737 9.12913  0.09
11 H 0.41256 0.19429 8.39113  0.09
12 H 1.84098 3.17562 5.07406  0.09
13 H 2.13670 2.67565 3.38869  0.07
14 H 3.43921 2.64586 4.60980  0.09
15 H 2.12924 -2.03830 6.98831  0.09
16 H 3.04330 -1.01031 5.92112  0.09
17 H 2.08114 -2.38481 5.24974  0.08
18 C -1.68388 -4.81756 -2.98121  -0.10
19 O -0.91789 -5.99577 -2.78422  -0.20
20 P 0.45624 -5.93490 -2.00391  0.31
21 O 0.34337 -5.81539 -0.55583  -0.21
22 O 1.19720 -4.78599 -2.76834  -0.20
23 C 2.36070 -4.16626 -2.23038  -0.07
24 O 1.17332 -7.24667 -2.48935  -0.20
25 C 0.66761 -8.51776 -2.01720  -0.07
26 H -2.62731 -4.91158 -2.44303  0.09
27 H -1.92286 -4.73482 -4.04209  0.09
28 H -1.14948 -3.92228 -2.67180  0.07
29 H 2.53772 -4.47590 -1.19929  0.09
30 H 2.23510 -3.08449 -2.26572  0.07
31 H 3.23430 -4.42216 -2.83027  0.09
32 H 0.93790 -8.66986 -0.97688  0.09
33 H 1.02901 -9.28301 -2.69450  0.09
34 H -0.42558 -8.53971 -2.09490  0.09
35 C -4.03341 -2.04122 -3.81021  -0.07
36 O -2.66720 -1.66873 -3.54198  -0.24
37 P -1.96059 -0.58015 -4.44788  0.31
38 O -2.07444 -0.82128 -5.87928  -0.21
39 O -0.51590 -0.57157 -3.83197  -0.21
40 C 0.55635 -1.21055 -4.55987  -0.06
41 O -2.57060 0.80806 -4.01798  -0.19
42 C -2.61372 1.31366 -2.68710  -0.08
43 H -4.61394 -1.85415 -2.90924  0.09
44 H -4.06614 -3.10940 -4.02347  0.08
45 H -4.42246 -1.50300 -4.67219  0.09
46 H 0.95631 -2.00224 -3.92536  0.07
47 H 1.33466 -0.48018 -4.76865  0.09
48 H 0.22745 -1.64459 -5.50192  0.08
49 H -2.19254 0.64573 -1.92905  0.08
50 H -3.64965 1.48505 -2.39567  0.08
51 H -2.06747 2.25171 -2.63868  0.09
52 C 4.39606 0.83252 1.12488  -0.06
53 O 4.91619 2.12225 0.73321  -0.20
54 P 4.42450 2.76019 -0.61422  0.30
55 O 4.09376 1.81516 -1.66789  -0.21
56 O 3.19242 3.64587 -0.21761  -0.22
57 C 3.22861 4.79107 0.63335  -0.07
58 O 5.59110 3.79212 -0.87089  -0.21
59 C 5.59053 4.50058 -2.12205  -0.08
60 H 3.71293 0.43086 0.37869  0.06
61 H 3.85719 0.96123 2.06636  0.08
62 H 5.22121 0.14405 1.28939  0.09
63 H 4.24013 4.95142 1.00829  0.09
64 H 2.58996 4.57666 1.49052  0.08
65 H 2.83773 5.64355 0.08970  0.09
66 H 5.52619 5.57234 -1.91946  0.09
67 H 4.75999 4.24119 -2.77514  0.09
68 H 6.54700 4.31389 -2.60398  0.09
69 C -7.07518 4.57682 -2.59721  -0.06
70 C -6.18776 3.76515 -1.67125  -0.23
71 O -5.38203 4.62541 -0.86310  -0.01
72 C -4.12667 4.84865 -1.28173  -0.54
73 C -3.33524 5.63189 -0.27280  0.03
74 O -3.71837 4.51070 -2.36045  0.10
75 H -7.77307 3.94614 -3.14493  0.08
76 H -6.46325 5.14967 -3.29433  0.08
77 H -7.64901 5.29466 -2.00772  0.08
78 H -6.80130 3.16875 -0.99499  0.12
79 H -5.56811 3.06853 -2.23431  0.10
80 H -3.38099 5.13353 0.69169  0.09
81 H -3.73926 6.63813 -0.18631  0.09
82 H -2.28943 5.66133 -0.56310  0.09
83 C -2.31082 -2.34459 0.00681  -0.05
84 C -1.17899 -3.16618 0.55579  -0.21
85 O -0.17305 -2.25915 1.03176  -0.02
86 C 0.67872 -2.62368 1.98344  -0.55
87 C 1.60242 -1.50593 2.36121  0.03
88 O 0.71668 -3.71165 2.48816  0.11
89 H -1.99112 -1.83849 -0.90398  0.05
90 H -2.65353 -1.63081 0.75187  0.08
91 H -3.11980 -3.03579 -0.23642  0.08
92 H -1.52906 -3.85087 1.32926  0.13
93 H -0.65236 -3.78687 -0.16830  0.09
94 H 1.45395 -1.29849 3.41299  0.06
95 H 1.36384 -0.61412 1.78301  0.06
96 H 2.62874 -1.77747 2.12375  0.10
97 C 1.19116 -0.33287 -1.10722  -0.06
98 C 0.70628 1.01014 -0.64265  -0.20
99 O -0.17075 0.76330 0.45709  -0.02
100 C -0.26904 1.66298 1.43938  -0.54
101 C -1.18396 1.16550 2.51653  0.03
102 O 0.33484 2.70119 1.47766  0.10
103 H 0.36722 -1.00521 -1.34182  0.07
104 H 1.76577 -0.73922 -0.27353  0.06
105 H 1.83271 -0.29207 -1.98636  0.08
106 H 1.51618 1.66015 -0.32546  0.09
107 H 0.19638 1.54616 -1.44722  0.12
108 H -0.95050 0.11682 2.71711  0.08
109 H -2.22470 1.19012 2.18461  0.09
110 H -1.15039 1.70600 3.45654  0.07

Cartesian forces (eV/Å) of the 3 atoms listed first:
-0.12 0.36 0.18
0.55 -0.14 0.07
-0.07 -0.62 0.45